Run P
22
Properties=species:S:1:pos:R:3 method="wB97M-V/def2-TZVPD" total_charge=+1
O -0.51 -2.59 1.36
C 0.02 -1.30 1.42
C -0.16 -0.58 0.07
N 0.33 0.83 0.17
C 0.44 1.32 -1.16
C 0.98 0.12 -1.98
C 0.65 -1.10 -1.15
H -0.07 -3.36 0.93
H 1.08 -1.36 1.78
H -0.48 -0.90 2.32
H -1.17 -0.36 -0.35
H 1.23 0.82 0.67
H -0.25 1.34 0.85
H -0.52 1.54 -1.65
H 1.02 2.29 -1.18
H 0.37 0.07 -2.94
H 2.01 0.45 -2.24
H 1.51 -1.71 -0.79
H -0.02 -1.91 -1.60
H -2.66 1.77 1.44
H -2.06 2.62 2.36
O -1.74 2.02 1.64



Run Q
22
Properties=species:S:1:pos:R:3 method="wB97M-V/def2-TZVPD" total_charge=+1
C 0.57 1.92 -0.10
C 1.95 -0.56 -0.41
C -0.95 -0.08 2.04
C -0.16 0.73 -0.87
C 0.48 -0.45 -0.38
N -0.20 -1.69 -0.85
O -1.90 -0.91 1.99
O -1.58 0.49 -0.49
H 1.27 2.48 -0.79
H 1.06 1.45 0.75
H -0.10 2.64 0.14
H 2.39 0.38 -0.64
H 2.41 -0.88 0.58
H 2.25 -1.42 -1.06
H 0.03 -0.53 2.14
H -1.11 1.00 1.94
H -0.14 0.75 -1.99
H -0.03 -1.85 -1.86
H -1.16 -1.38 -0.73
H -0.02 -2.51 -0.30
H -2.89 -0.60 2.02
H -2.15 1.02 -1.14



Run R
22
Properties=species:S:1:pos:R:3 method="wB97M-V/def2-TZVPD" total_charge=+1
C 1.24 0.64 -1.55
C -3.56 -0.01 0.07
C 3.49 -0.94 0.93
C -0.33 0.87 0.83
C 1.72 0.29 -0.21
N -2.29 -0.64 -0.36
O 2.82 -0.39 -0.25
O 0.97 0.23 0.85
H 0.23 0.24 -1.74
H 0.91 1.76 -1.68
H 1.93 0.39 -2.23
H -4.35 -0.66 -0.21
H -3.47 -0.06 1.08
H -3.53 0.92 -0.27
H 4.03 -0.07 1.22
H 4.02 -1.64 0.43
H 2.65 -1.37 1.52
H -0.10 1.82 0.97
H -0.74 0.54 1.81
H -0.88 0.41 0.01
H -2.27 -1.52 0.12
H -2.48 -0.83 -1.35



Run S
22
Properties=species:S:1:pos:R:3 method="wB97M-V/def2-TZVPD" total_charge=+1
C -0.08 -0.15 2.48
O 1.36 -0.34 2.67
C 1.87 -1.50 1.92
N 2.34 -0.95 0.56
H -0.32 0.55 1.55
H -0.69 -1.15 2.31
H -0.49 0.31 3.50
H 1.08 -2.34 1.73
H 2.77 -1.94 2.55
H 2.69 -1.70 -0.08
H 3.04 -0.18 0.73
H 1.48 -0.53 0.13
C -1.09 1.75 -2.97
C -0.96 0.89 -1.74
O 0.13 0.68 -1.22
C -2.22 0.29 -1.19
H -0.10 2.12 -3.26
H -1.50 1.17 -3.80
H -1.73 2.61 -2.75
H -2.69 -0.36 -1.94
H -2.91 1.08 -0.89
H -1.98 -0.32 -0.30



Most stable of them? run P.



Run P
52
Properties=species:S:1:pos:R:3 method="wB97M-V/def2-TZVPD" total_charge=+1
Ir 0.81 1.69 0.11
Cl 2.91 0.65 -0.33
C 2.86 0.31 -2.05
C 4.03 -0.08 -2.65
C 4.00 -0.39 -4.00
C 2.80 -0.31 -4.70
C 1.65 0.09 -4.05
Cl 0.17 0.18 -4.94
C 1.64 0.43 -2.70
S 0.13 0.93 -1.95
H 4.95 -0.14 -2.08
H 4.91 -0.70 -4.51
H 2.76 -0.55 -5.75
C 1.15 -2.49 -0.42
C -0.23 -2.31 0.20
C -0.51 -3.39 1.25
Sb -0.52 -0.33 0.99
C -2.64 -0.02 0.82
C -3.47 -1.20 1.31
C -3.03 0.33 -0.61
C -0.02 -0.30 3.08
C 1.43 -0.73 3.24
C -0.95 -1.08 4.01
H 1.24 -3.51 -0.81
H 1.95 -2.36 0.32
H 1.33 -1.80 -1.26
H -0.98 -2.35 -0.59
H 0.29 -3.43 1.99
H -0.54 -4.37 0.76
H -1.45 -3.26 1.77
H -2.83 0.85 1.47
H -3.34 -2.07 0.66
H -4.53 -0.93 1.28
H -3.23 -1.51 2.33
H -2.81 -0.49 -1.30
H -2.53 1.23 -0.98
H -4.11 0.52 -0.66
H -0.11 0.76 3.31
H 1.57 -1.78 2.96
H 1.74 -0.63 4.28
H 2.11 -0.13 2.63
H -0.92 -2.15 3.81
H -1.99 -0.75 3.94
H -0.63 -0.93 5.04
C -1.33 5.48 -1.25
O 0.03 5.19 -0.83
C 0.25 4.20 -0.02
S 1.88 3.80 0.37
S -0.97 3.13 0.58
H -1.25 6.37 -1.86
H -1.94 5.67 -0.37
H -1.71 4.64 -1.82



Run Q
52
Properties=species:S:1:pos:R:3 method="wB97M-V/def2-TZVPD" total_charge=+1
Ir 0.06 0.57 1.38
Cl -1.79 -0.60 2.44
C -1.12 -2.10 3.06
C -1.96 -2.96 3.74
C -1.41 -4.13 4.23
C -0.07 -4.42 4.04
C 0.74 -3.53 3.35
Cl 2.41 -3.90 3.12
C 0.22 -2.33 2.84
S 1.26 -1.24 1.93
H -3.00 -2.72 3.88
H -2.04 -4.83 4.77
H 0.36 -5.33 4.42
C -1.19 -2.12 -1.00
C -0.29 -1.27 -1.88
C -0.76 -1.29 -3.34
Sb -0.10 0.75 -1.15
C 1.62 1.65 -2.06
C 1.62 1.55 -3.59
C 2.89 1.02 -1.48
C -1.84 1.94 -1.60
C -3.05 1.41 -0.83
C -2.14 2.09 -3.08
H -1.19 -3.14 -1.38
H -2.23 -1.76 -1.03
H -0.86 -2.15 0.03
H 0.74 -1.64 -1.81
H -1.82 -1.06 -3.40
H -0.62 -2.29 -3.75
H -0.23 -0.59 -3.98
H 1.56 2.69 -1.76
H 1.73 0.51 -3.92
H 2.47 2.11 -3.98
H 0.72 1.95 -4.05
H 2.97 -0.04 -1.76
H 2.94 1.09 -0.40
H 3.76 1.52 -1.90
H -1.56 2.91 -1.18
H -3.34 0.42 -1.17
H -3.90 2.08 -0.99
H -2.86 1.36 0.25
H -2.47 1.15 -3.53
H -1.29 2.46 -3.65
H -2.95 2.81 -3.21
C 3.35 2.46 3.04
O 2.12 2.88 3.67
C 0.98 2.95 3.02
S -0.39 3.46 3.70
S 1.01 2.52 1.25
H 4.09 2.50 3.82
H 3.61 3.15 2.24
H 3.25 1.45 2.66



Most stable of them? run P.



Run P
13
Properties=species:S:1:pos:R:3 method="wB97M-V/def2-TZVPD" total_charge=0 smiles="FC1=C[C@@H]2O[C@@H]2[C@H]1S"
C 0.69 -0.33 0.76
C -0.40 -1.11 0.12
C -1.49 -0.11 -0.34
C -0.84 1.15 -0.36
C 0.35 1.02 0.31
H 2.06 0.01 -1.16
H 1.02 -0.52 1.77
H -0.02 -1.98 -0.58
H -1.97 -0.72 -1.28
H -1.21 2.17 -0.44
O -1.62 -0.83 0.81
F 1.19 2.06 0.42
S 2.26 -0.81 -0.02



Run Q
13
Properties=species:S:1:pos:R:3 method="wB97M-V/def2-TZVPD" total_charge=0
C -1.02 -0.77 -0.04
C -0.76 0.50 0.65
C 0.74 0.49 0.97
C 1.38 -0.16 -0.30
C 0.09 -0.31 -1.03
H -0.69 -1.85 0.27
H -1.57 0.78 1.29
H 0.92 0.05 1.89
H 1.12 1.59 0.77
H 0.38 -0.55 -2.15
O 2.45 -0.36 -0.84
F -2.35 -0.72 -0.54
S -0.69 1.30 -0.94



Most stable of them? run Q.